Entry 1:
Here is a cluster of 2 separate species, C5H15NO2 in total at a distorted geometry from OMol25. Energies are from ωB97M-V/def2-TZVPD.

XYZ file:
```
23
C5H15NO2 (ωB97M-V/def2-TZVPD)
C 1.38 -0.58 2.07
C 2.04 -0.04 0.82
C 1.40 0.90 -0.19
C 0.00 0.29 -0.46
N 0.15 -0.72 -1.48
C -1.04 1.25 -1.03
O -2.20 1.11 -0.26
H 2.00 -1.21 2.64
H 0.44 -1.00 1.83
H 0.93 0.12 2.70
H 2.38 -0.98 0.25
H 3.03 0.43 1.21
H 1.80 0.97 -1.20
H 1.36 1.91 0.02
H -0.56 -0.08 0.42
H 0.99 -1.29 -1.28
H -0.65 -1.36 -1.59
H -1.35 1.17 -2.13
H -0.60 2.27 -1.23
H -1.93 1.27 0.70
O -2.94 -1.58 -0.85
H -3.05 -0.70 -0.61
H -3.58 -2.13 -0.35
```

Output
highest occupied orbital energy: -8.90 eV
LUMO energy: 0.72 eV
SMILES: CCC[C@H](N)CO.O
relative energy (zero: lowest compared OMol25 entry of this formula, charge and spin): 54.75 kcal/mol
orbital gap: 9.62 eV
E: -11011.572 eV


Entry 2:
Here is a cluster of 2 separate species, C5H15NO2 in total at a distorted geometry from OMol25. Energies are from ωB97M-V/def2-TZVPD.

XYZ file:
```
23
C5H15NO2 (ωB97M-V/def2-TZVPD)
C -1.15 1.26 -1.60
C -0.52 1.81 -0.32
C 0.99 1.59 -0.33
C -1.17 1.20 0.93
O -1.24 -0.22 0.94
H -2.24 1.36 -1.57
H -0.79 1.82 -2.46
H -0.88 0.22 -1.75
H -0.71 2.89 -0.27
H 1.46 2.02 0.56
H 1.23 0.53 -0.37
H 1.44 2.06 -1.21
H -0.58 1.46 1.82
H -2.17 1.62 1.07
H -1.71 -0.52 0.15
N 1.45 -2.00 1.24
C 0.99 -2.84 0.12
O 0.31 -1.92 -0.69
H 2.24 -2.41 1.73
H 0.70 -1.84 1.91
H 1.86 -3.22 -0.42
H 0.32 -3.66 0.45
H 0.19 -1.20 0.07
```

Output
highest occupied orbital energy: -9.61 eV
LUMO energy: 0.94 eV
SMILES: CC(C)CO.NCO
relative energy (zero: lowest compared OMol25 entry of this formula, charge and spin): 29.01 kcal/mol
orbital gap: 10.55 eV
E: -11012.688 eV


Entry 3:
Here is a cluster of 3 separate species, C5H15NO2 in total at a distorted geometry from OMol25. Energies are from ωB97M-V/def2-TZVPD.

XYZ file:
```
23
C5H15NO2 (ωB97M-V/def2-TZVPD)
C -0.69 1.94 -0.72
C -0.58 0.48 -0.29
C -1.00 -0.42 -1.46
C -1.46 0.19 0.92
H -1.70 2.16 -1.06
H -0.49 2.63 0.09
H -0.01 2.16 -1.55
H 0.50 0.07 -0.10
H -2.01 -0.17 -1.78
H -0.33 -0.29 -2.31
H -0.97 -1.46 -1.16
H -1.26 0.88 1.74
H -1.28 -0.83 1.27
H -2.51 0.29 0.67
C 1.67 1.07 1.36
O 1.86 0.02 1.95
H 2.26 1.36 0.48
H 1.02 1.85 1.78
N 0.96 -2.73 0.00
O 1.76 -1.55 -0.19
H 1.51 -3.38 0.56
H 0.88 -3.13 -0.93
H 1.88 -1.16 0.74
```

Output
highest occupied orbital energy: -8.84 eV
LUMO energy: 0.43 eV
SMILES: CC(C)C.C=O.NO
relative energy (zero: lowest compared OMol25 entry of this formula, charge and spin): 79.51 kcal/mol
orbital gap: 9.27 eV
E: -11010.498 eV


Entry 4:
Here is a cluster of 2 separate species, C5H15NO2 in total at a distorted geometry from OMol25. Energies are from ωB97M-V/def2-TZVPD.

XYZ file:
```
23
C5H15NO2 (ωB97M-V/def2-TZVPD)
C 1.44 -1.33 0.46
C 1.49 0.01 -0.24
C 0.74 1.22 0.79
C 0.84 0.01 -1.61
O 2.84 0.38 -0.33
H 0.41 -1.59 0.74
H 1.83 -2.11 -0.19
H 2.05 -1.30 1.36
H -0.20 1.36 1.31
H 1.42 1.20 1.64
H 0.91 2.13 0.21
H 1.39 -0.67 -2.28
H -0.18 -0.36 -1.55
H 0.84 1.00 -2.05
H 2.92 1.19 -0.84
C -2.42 0.73 -0.28
O -1.57 -0.09 0.52
N -2.44 -1.34 0.94
H -3.26 1.10 0.31
H -1.84 1.56 -0.65
H -2.82 0.16 -1.11
H -1.73 -2.09 0.95
H -2.68 -1.16 1.91
```

Output
highest occupied orbital energy: -9.64 eV
LUMO energy: 0.84 eV
SMILES: CC(C)(C)O.CON
relative energy (zero: lowest compared OMol25 entry of this formula, charge and spin): 87.22 kcal/mol
orbital gap: 10.48 eV
E: -11010.164 eV


Entry 5:
Here is a cluster of 3 separate species, C5H15NO2 in total at a distorted geometry from OMol25. Energies are from ωB97M-V/def2-TZVPD.

XYZ file:
```
23
C5H15NO2 (ωB97M-V/def2-TZVPD)
C 0.86 -2.11 -0.31
C 0.70 -0.82 -0.57
N -0.48 -0.37 -1.22
C 1.76 0.20 -0.28
C 1.41 1.36 0.65
C 0.29 2.34 0.31
H 1.73 -2.70 -0.12
H 0.01 -2.78 -0.42
H -0.46 0.62 -1.40
H -1.34 -0.54 -0.71
H 2.32 0.55 -1.17
H 2.63 -0.33 0.13
H 2.29 1.88 1.02
H 1.14 0.84 1.58
H -0.67 2.05 0.75
H -0.04 2.37 -0.73
H 0.57 3.35 0.55
O -1.02 -3.45 -2.11
H -1.49 -3.92 -2.81
H -1.24 -2.51 -2.24
O -3.11 1.72 3.04
H -3.61 0.93 2.80
H -2.25 1.34 3.25
```

Output
highest occupied orbital energy: -8.30 eV
LUMO energy: 0.55 eV
SMILES: C=C(N)CCC.O.O
relative energy (zero: lowest compared OMol25 entry of this formula, charge and spin): 42.38 kcal/mol
orbital gap: 8.85 eV
E: -11012.109 eV


Entry 6:
Here is a cluster of 2 separate species, C5H15NO2 in total at a distorted geometry from OMol25. Energies are from ωB97M-V/def2-TZVPD.

XYZ file:
```
23
C5H15NO2 (ωB97M-V/def2-TZVPD)
C -0.80 -2.04 -1.73
C -1.22 -0.81 -0.97
N -0.02 -0.06 -0.50
C -0.24 0.69 0.76
C -1.14 1.90 0.56
C 1.18 1.04 1.27
O 1.15 1.82 2.46
H 0.05 -2.54 -1.27
H -1.51 -2.85 -1.88
H -0.49 -1.73 -2.74
H -1.90 -0.14 -1.50
H -1.69 -1.05 -0.02
H 0.29 0.61 -1.20
H -0.72 -0.04 1.42
H -2.13 1.60 0.95
H -0.82 2.76 1.15
H -1.29 2.18 -0.47
H 1.71 1.54 0.44
H 1.71 0.14 1.57
H 0.28 2.12 2.66
O 2.53 -2.03 -0.07
H 1.82 -1.41 -0.25
H 3.24 -1.70 -0.63
```

Output
highest occupied orbital energy: -9.40 eV
LUMO energy: 0.81 eV
SMILES: CCN[C@H](C)CO.O
relative energy (zero: lowest compared OMol25 entry of this formula, charge and spin): 28.07 kcal/mol
orbital gap: 10.21 eV
E: -11012.729 eV


Entry 7:
Here is a cluster of 3 separate species, C5H15NO2 in total at a distorted geometry from OMol25. Energies are from ωB97M-V/def2-TZVPD.

XYZ file:
```
23
C5H15NO2 (ωB97M-V/def2-TZVPD)
C 1.96 -1.05 -0.23
C 0.45 -0.69 0.18
C -0.41 -0.35 -1.06
C -1.60 0.51 -0.54
C -0.99 1.10 0.84
N 0.38 0.66 0.82
H 2.49 -0.41 -0.98
H 1.98 -2.11 -0.66
H 2.54 -1.06 0.75
H 0.21 -1.43 0.93
H 0.21 0.35 -1.62
H -0.57 -1.24 -1.69
H -1.99 1.32 -1.29
H -2.54 -0.14 -0.45
H -1.66 0.88 1.73
H -0.85 2.19 0.84
H 0.76 0.65 1.76
O 1.99 2.78 0.23
H 2.66 2.67 -0.47
H 1.23 2.16 0.16
O -1.76 -2.36 0.48
H -2.21 -1.53 0.37
H -2.28 -2.91 -0.11
```

Output
highest occupied orbital energy: -9.01 eV
LUMO energy: 0.68 eV
SMILES: C[C@@H]1CCCN1.O.O
relative energy (zero: lowest compared OMol25 entry of this formula, charge and spin): 41.26 kcal/mol
orbital gap: 9.69 eV
E: -11012.157 eV


Entry 8:
Here is a cluster of 2 separate species, C5H15NO2PS in total at a distorted geometry from OMol25. Energies are from ωB97M-V/def2-TZVPD.

XYZ file:
```
25
C5H15NO2PS (ωB97M-V/def2-TZVPD)
C 2.27 0.80 -0.39
C 1.61 -0.24 1.99
C -2.23 1.02 -1.98
C -0.70 -2.81 -0.76
C 1.47 0.73 0.89
N 0.95 1.95 1.35
O -1.03 1.06 -1.22
O -0.76 -1.37 -1.20
P -0.68 -0.10 -0.17
S -2.33 -0.54 1.05
H 1.75 1.18 -1.25
H 2.35 -0.18 -0.70
H 3.25 1.29 -0.19
H 1.07 -0.05 2.89
H 2.60 -0.57 2.30
H 1.21 -1.17 1.52
H -2.38 0.17 -2.57
H -2.23 2.00 -2.74
H -3.11 1.30 -1.38
H 0.17 -3.06 0.01
H -0.51 -3.26 -1.76
H -1.49 -3.23 -0.17
H 0.28 1.99 2.02
H 0.70 2.67 0.59
H -2.22 0.42 1.88
```

Output
highest occupied orbital energy: -12.82 eV
LUMO energy: -4.12 eV
relative energy (zero: lowest compared OMol25 entry of this formula, charge and spin): 41.67 kcal/mol
charge: +1
orbital gap: 8.70 eV
E: -31129.908 eV


Entry 9:
Here is a cluster of 2 separate species, C5H15NO3 in total at a distorted geometry from OMol25. Energies are from ωB97M-V/def2-TZVPD.

XYZ file:
```
24
C5H15NO3 (ωB97M-V/def2-TZVPD)
C -1.80 -1.73 -0.48
C -1.28 -0.36 -0.07
C -1.60 -0.01 1.37
O 0.28 -0.52 -0.27
C 1.20 0.46 0.09
C 1.66 0.35 1.55
N 2.38 0.36 -0.74
O 0.61 1.73 -0.16
H -1.36 -2.50 0.15
H -2.89 -1.75 -0.39
H -1.54 -1.93 -1.52
H -1.68 0.42 -0.72
H -1.13 -0.71 2.05
H -2.69 -0.03 1.50
H -1.25 1.00 1.59
H 1.86 -0.70 1.79
H 0.90 0.74 2.23
H 2.57 0.93 1.69
H 2.84 -0.53 -0.59
H 2.10 0.40 -1.72
H 1.33 2.38 -0.15
O -0.28 0.70 -2.78
H -0.15 1.41 -2.13
H -0.05 -0.12 -2.30
```

Output
highest occupied orbital energy: -10.01 eV
LUMO energy: 0.79 eV
SMILES: CC(C)O[C@@](C)(N)O.O
relative energy (zero: lowest compared OMol25 entry of this formula, charge and spin): 17.51 kcal/mol
orbital gap: 10.80 eV
E: -13061.021 eV


Entry 10:
Here is a structure of composition C5H15NOP at a distorted geometry from OMol25. Energies are from ωB97M-V/def2-TZVPD.

XYZ file:
```
23
C5H15NOP (ωB97M-V/def2-TZVPD)
C -0.80 -0.96 -2.07
C 0.53 -2.19 -0.25
C 0.23 0.57 2.08
C 0.67 0.83 0.62
C 0.47 -1.19 -1.37
N -0.81 1.62 2.22
O 1.56 -0.83 -2.02
P -0.49 1.95 -0.04
H -0.85 -1.94 -2.58
H -0.93 -0.16 -2.81
H -1.67 -0.94 -1.46
H 1.50 -1.90 0.22
H -0.27 -1.99 0.50
H 0.40 -3.17 -0.56
H -0.26 -0.46 2.01
H 1.12 0.66 2.80
H 1.72 0.93 0.31
H -0.27 2.40 2.59
H -1.57 1.50 2.98
H -1.92 1.46 -0.32
H 2.27 -1.46 -1.72
H 0.13 2.04 -1.30
H -0.78 3.23 0.18
```

Output
highest occupied orbital energy (spin up / spin down): -11.28 / -11.28 eV
LUMO energy (spin up / spin down): -4.18 / -4.18 eV
relative energy (zero: lowest compared OMol25 entry of this formula, charge and spin): 97.24 kcal/mol
charge: +1
orbital gap (spin up / spin down): 7.10 / 7.10 eV
E: -18243.949 eV


Q: E of number 7 (C5H15NO2)?
A: -11012.157 eV